# 1
154
Properties=species:S:1:pos:R:3:forces:R:3:mulliken_charge:R:1 method="wB97M-V/def2-TZVPD" homo_ev=-11.1 total_charge=0 multiplicity=1 de_lowest_ev=0.6068
C -10.9895 -1.3577 4.4157 0.40 0.81 0.15 0.002
C -11.7566 -1.2333 3.1167 0.90 0.10 0.09 0.384
O -11.4762 -2.5393 2.5909 -0.87 -1.26 0.06 -0.453
S -11.8527 -3.6169 3.7512 0.84 1.28 -0.59 0.991
O -10.9624 -4.7211 3.6404 -0.39 0.42 0.18 -0.598
O -13.2648 -3.7939 3.7834 0.35 0.03 0.45 -0.481
O -11.3700 -2.6178 4.9666 -0.94 -1.08 -0.35 -0.166
H -11.1542 -0.5463 5.1252 -0.31 -0.25 0.16 -0.118
H -9.9182 -1.4280 4.2114 -0.03 0.20 -0.17 0.230
H -11.2868 -0.5334 2.4292 -0.16 0.09 0.06 0.417
H -12.8198 -1.0205 3.2352 0.03 -0.21 -0.07 -0.156
C -12.9892 7.4071 9.8054 1.01 1.52 -1.73 0.632
C -12.1247 8.4227 10.5697 -0.77 -0.23 1.44 -0.470
O -10.8221 7.8352 10.6719 1.17 -1.13 -0.08 -0.407
S -10.7145 6.4253 9.8617 -1.87 2.37 -0.23 1.475
O -10.0020 5.4130 10.5627 -0.25 0.51 -0.01 -0.629
O -10.4052 6.7585 8.5084 0.45 -0.59 0.26 -0.615
O -12.2984 6.1793 9.9725 0.51 -1.61 0.33 -0.067
H -12.8969 7.6585 8.7454 -0.48 -0.06 0.02 -0.714
H -14.0300 7.3666 10.0988 0.06 -0.36 0.33 0.349
H -12.5338 8.5074 11.5808 0.36 -0.13 0.15 0.229
H -12.0389 9.4451 10.2150 -0.05 -0.24 -0.75 0.357
C -16.6070 3.3870 8.5553 0.04 -0.27 0.02 1.569
C -17.7070 3.3542 9.5995 0.48 -0.96 -0.01 -0.521
O -17.8807 4.6665 10.0990 0.84 1.67 -0.28 -0.481
S -16.4648 5.5200 9.9567 -0.93 -1.73 -1.02 1.115
O -15.8197 5.4947 11.2292 0.11 0.07 -0.23 -0.527
O -16.5893 6.7351 9.2311 -0.40 0.11 0.73 -0.555
O -15.7922 4.4890 8.9395 0.75 0.59 0.63 0.500
H -16.9135 3.5207 7.5199 -0.14 0.09 0.23 -0.902
H -16.0256 2.4813 8.6829 0.13 0.04 -0.33 -0.689
H -17.3258 2.7060 10.3949 -0.40 0.11 0.21 0.336
H -18.6247 2.9370 9.1922 -0.19 0.35 0.18 0.416
C -11.3234 2.7670 9.0624 0.56 -0.13 -0.03 0.487
C -12.6723 2.4656 9.7221 -0.30 -0.63 -0.46 2.475
O -13.6248 2.4235 8.6212 -0.76 -0.60 -1.12 -0.726
S -12.9037 2.4160 7.1975 1.18 0.56 1.41 -0.005
O -13.5860 3.1756 6.2134 -0.38 -0.14 0.54 -0.244
O -12.4635 1.0938 6.8499 -0.14 0.42 0.37 -0.266
O -11.7088 3.3128 7.7949 0.29 0.11 -1.46 0.512
H -10.6501 1.9373 8.8386 -0.58 -0.50 0.39 -0.727
H -10.6866 3.4642 9.6042 -0.46 0.34 -0.14 -0.019
H -13.0796 3.2490 10.3559 0.36 -0.03 0.23 -0.643
H -12.7249 1.4728 10.1623 0.22 0.27 0.44 -1.526
C -6.7280 1.0077 12.4890 0.95 -1.78 -0.22 -0.480
C -7.0067 0.2826 11.1729 1.04 0.48 0.29 -0.541
O -8.0910 1.0702 10.7304 -2.50 0.77 -0.73 0.165
S -9.2117 1.1100 11.9230 3.45 -1.99 1.08 0.963
O -9.7248 -0.2186 12.0246 -0.76 0.83 -0.06 -0.656
O -10.0103 2.2777 12.0004 0.26 -0.16 -0.71 -0.263
O -8.0008 1.1695 13.0769 -1.26 1.04 -0.26 -0.373
H -6.1451 1.8964 12.2475 -0.62 0.56 0.36 0.249
H -6.1233 0.3860 13.1496 -0.12 0.07 0.18 0.348
H -7.2125 -0.7872 11.2227 -0.38 0.17 0.20 0.276
H -6.1891 0.4433 10.4679 -0.14 0.03 -0.04 0.363
C -6.2615 4.4093 7.5554 0.71 0.73 0.56 -0.521
C -7.2782 5.3046 6.8175 0.71 -1.43 1.61 -0.167
O -8.3295 4.3591 6.5092 -1.19 -0.71 -0.14 -0.078
S -7.9847 2.8106 6.8393 1.87 1.85 0.21 1.136
O -8.2522 1.9748 5.7222 0.04 0.40 -0.05 -0.664
O -8.4083 2.3857 8.1350 -0.11 0.45 -0.50 -0.387
O -6.3946 3.1774 6.9012 -0.56 -2.13 -0.31 -0.437
H -6.4185 4.2972 8.6391 -0.53 0.07 -0.30 0.208
H -5.2171 4.7227 7.4777 -0.22 0.06 -0.44 0.369
H -6.8211 5.6709 5.9072 -0.43 0.33 -0.17 0.332
H -7.6397 6.0128 7.5541 -0.37 0.52 -0.58 0.162
C -7.5418 -1.4296 7.8591 -0.54 0.30 0.07 -0.460
C -8.5902 -1.0979 6.7970 1.47 0.09 0.57 -0.179
O -9.6837 -1.8655 7.1980 -2.18 -0.94 -0.02 -0.337
S -9.9315 -1.8631 8.7747 2.76 0.14 -0.18 0.984
O -10.3460 -3.1499 9.2196 -0.07 0.69 -0.42 -0.677
O -10.6067 -0.6850 9.2253 0.20 -0.51 -0.47 -0.062
O -8.2872 -1.7132 9.0470 -1.19 0.17 0.70 -0.332
H -6.8864 -0.5695 7.9931 0.10 -0.15 0.34 0.268
H -6.9937 -2.3251 7.5713 0.12 0.01 0.17 0.374
H -8.1390 -1.4852 5.8869 -0.80 0.20 -0.47 0.442
H -8.8495 -0.0462 6.7689 0.01 0.07 -0.22 0.072
C -14.6259 7.2128 4.7620 0.95 0.19 0.47 -0.399
C -14.2606 6.2458 5.8477 -1.05 -0.53 0.90 0.949
O -12.8970 6.5647 6.1768 1.03 0.11 0.05 0.012
S -12.5742 8.0924 5.7880 -0.58 -0.63 -1.20 1.099
O -11.7292 8.0429 4.6289 -0.27 0.18 0.55 -0.623
O -12.1860 8.9036 6.8902 -0.44 -0.41 -0.10 -0.599
O -14.0852 8.4231 5.3556 0.53 1.10 0.25 -0.453
H -15.6870 7.2791 4.5717 0.00 0.41 0.03 0.281
H -14.0134 7.0868 3.8645 -0.52 -0.56 -0.19 0.330
H -14.4858 5.2101 5.6044 1.09 -0.02 -0.21 -0.665
H -14.7688 6.4062 6.8050 -0.64 0.33 -0.45 0.086
C -10.9559 5.0127 4.0120 -0.14 0.26 -1.78 -0.298
C -10.1014 3.9651 3.3094 0.07 0.18 0.29 -0.146
O -10.9472 3.4689 2.2576 -1.79 -0.04 -0.50 -0.420
S -12.5423 3.6300 2.6157 0.99 0.66 2.09 1.113
O -13.0824 2.3430 2.9093 0.18 0.29 -0.29 -0.255
O -13.2834 4.5433 1.8065 0.82 -0.57 -0.41 -0.642
O -12.2498 4.4084 4.0164 -0.71 -0.84 -0.20 -0.086
H -11.0151 5.8402 3.2956 0.09 0.41 0.56 0.311
H -10.7068 5.3494 5.0099 0.11 -0.24 0.07 0.200
H -9.8136 3.1576 3.9845 0.09 -0.10 -0.23 0.085
H -9.2720 4.3950 2.7523 0.28 -0.02 0.47 0.365
C -13.7238 -1.5936 9.2817 -0.55 -0.65 0.21 0.505
C -13.8452 -1.0268 10.6922 1.70 -0.43 -0.49 0.287
O -14.9413 -0.1296 10.5911 -0.99 -0.09 -0.32 -0.093
S -16.1089 -0.8031 9.6419 1.32 0.85 0.87 0.855
O -16.5602 0.2091 8.7363 0.30 -0.38 0.09 -0.355
O -17.0633 -1.4892 10.4332 0.12 -0.16 -0.15 -0.646
O -15.1166 -1.8227 8.9549 -1.03 -0.06 -0.76 -0.418
H -13.2970 -2.5895 9.1904 0.35 0.14 0.31 0.308
H -13.2768 -0.9318 8.5390 -0.06 0.25 0.20 -0.390
H -12.8956 -0.5413 10.9265 -0.39 0.63 0.14 -0.380
H -13.9474 -1.7865 11.4673 -0.59 -0.09 -0.13 0.319
C -17.7099 2.9061 4.5659 -0.91 -0.60 0.28 -0.041
C -16.4238 3.5909 4.1636 -0.52 -0.34 -0.94 0.441
O -16.6585 4.9758 4.4283 -1.03 0.80 0.54 -0.220
S -18.0053 5.2246 5.3550 0.74 -0.20 0.23 0.948
O -19.1041 5.7444 4.6168 0.58 -0.33 -0.38 -0.572
O -17.6111 5.9017 6.5457 0.12 -0.34 -0.35 -0.382
O -18.2196 3.6796 5.6764 0.27 0.32 0.42 -0.368
H -17.5319 1.8840 4.8914 -0.10 0.06 0.18 -0.059
H -18.5607 2.9053 3.8758 0.72 -0.04 -0.58 0.262
H -16.2798 3.4565 3.0897 0.19 0.14 0.08 0.432
H -15.5468 3.2087 4.6918 -0.13 0.30 0.20 -0.429
C -11.4779 1.0181 16.4205 0.01 0.82 1.39 -0.525
C -12.9757 1.2721 16.6420 0.57 -1.90 -0.55 -0.332
O -13.5776 0.6658 15.4793 0.38 -0.15 -1.89 -0.370
S -12.5140 0.4623 14.2393 0.19 0.26 0.96 0.977
O -12.8759 1.2639 13.1152 -0.04 -0.34 0.43 -0.121
O -12.2162 -0.9113 13.9992 -0.46 0.41 0.58 -0.612
O -11.2837 1.1706 15.0326 -0.46 -0.07 -1.17 -0.241
H -11.0604 0.0702 16.7603 -0.49 -0.23 -0.07 0.344
H -10.9719 1.8028 16.9860 0.43 0.05 -0.54 0.348
H -13.1997 2.3325 16.7057 -0.23 -0.04 0.02 0.247
H -13.3581 0.6192 17.4228 -0.01 0.71 0.55 0.333
C -12.5228 5.1353 12.7411 -0.68 -0.65 0.66 -0.032
C -12.9826 4.0830 13.7970 1.57 -0.08 -0.73 1.262
O -12.6576 4.6790 15.0692 -0.17 0.30 0.58 -0.334
S -11.8828 6.0796 14.9216 -0.72 0.14 -0.45 1.039
O -10.4738 5.8927 14.8612 -0.14 -0.40 -0.09 -0.574
O -12.4118 7.0367 15.8270 -0.08 -0.35 -0.14 -0.584
O -12.4767 6.3592 13.4636 0.51 0.76 0.56 -0.350
H -13.2732 5.3101 11.9825 0.13 -0.30 -0.28 -0.112
H -11.5341 4.8754 12.3730 -0.04 0.10 -0.28 0.035
H -12.3499 3.2003 13.7148 -0.18 0.30 -0.09 -0.726
H -14.0121 3.7560 13.6831 -0.25 0.49 0.57 0.337
C -14.8807 -1.1120 5.4223 -1.46 -0.33 2.12 0.752
C -16.3586 -1.4834 5.7686 1.80 0.16 -0.07 -0.396
O -16.7909 -2.1314 4.5825 -0.28 0.19 -1.38 -0.455
S -16.2345 -1.3012 3.2922 0.54 -0.63 0.71 1.115
O -17.1566 -0.3022 2.8744 0.04 0.21 0.53 -0.570
O -15.7089 -2.1791 2.3060 -0.18 0.04 0.63 -0.550
O -15.0242 -0.6032 4.1261 0.12 0.42 -1.29 -0.118
H -14.1667 -1.9338 5.5359 -0.24 -0.13 -0.60 0.076
H -14.6033 -0.3607 6.1642 0.29 0.47 -0.60 -0.644
H -16.9012 -0.5492 5.9293 -0.23 -0.22 0.17 0.317
H -16.3910 -2.1615 6.6145 -0.39 -0.10 -0.11 0.345

# 2
101
Properties=species:S:1:pos:R:3:forces:R:3:lowdin_spin:R:1 method="wB97M-V/def2-TZVPD" homo_ev="-12.9 / -13.3" s2=0.78 total_charge=+2 multiplicity=2 de_lowest_ev=0.1344
Ir 0.7489 -1.1688 0.5627 0.24 0.34 0.45 0.037
C 0.9164 1.3258 -3.6612 0.01 0.02 0.01 0.000
N 1.7586 1.8704 -2.6060 0.01 -0.07 0.10 0.000
C 2.9948 2.4222 -2.8232 -0.05 0.08 -0.03 0.000
C 3.4415 2.8591 -1.6214 0.01 0.03 0.01 0.000
N 2.4945 2.5699 -0.6747 0.00 -0.16 0.05 0.000
B 2.6582 3.0595 0.8069 0.06 0.03 0.02 0.000
N 3.0328 1.9364 1.8577 -0.02 -0.05 0.03 0.000
C 3.3439 2.3577 3.1299 0.00 0.01 0.03 0.001
C 3.7034 1.2776 3.8631 0.04 0.00 -0.03 0.001
N 3.6132 0.1913 3.0304 -0.08 -0.01 0.03 0.001
C 3.9893 -1.1715 3.3836 0.07 0.01 -0.02 0.002
C 3.1938 0.6134 1.8171 -0.04 0.04 0.06 0.002
S 2.9801 -0.4412 0.4549 -0.08 -0.13 -0.14 0.005
C 1.4718 1.9639 -1.2881 -0.02 0.05 -0.12 0.000
S 0.1144 1.1687 -0.5221 0.09 -0.30 -0.09 -0.003
H 1.5459 1.1053 -4.5192 0.00 -0.03 0.01 0.000
H 0.1549 2.0419 -3.9539 -0.03 0.06 -0.02 0.000
H 0.4342 0.4175 -3.3156 -0.06 -0.02 0.03 0.000
H 3.4279 2.4802 -3.8062 0.00 0.00 0.01 0.000
H 4.3489 3.3723 -1.3586 0.00 -0.02 0.00 0.000
H 3.5832 3.8231 0.8006 -0.01 0.02 -0.04 0.000
H 1.6510 3.5800 1.1638 -0.06 -0.02 0.05 0.000
H 3.3018 3.3983 3.4005 -0.01 -0.02 -0.01 0.000
H 4.0330 1.1916 4.8839 -0.02 0.00 -0.01 0.000
H 3.9181 -1.2801 4.4631 -0.01 0.00 0.00 0.000
H 5.0111 -1.3733 3.0670 0.01 0.00 0.01 0.000
H 3.3220 -1.8755 2.8964 0.01 0.01 -0.01 0.001
C 2.1353 -4.7649 0.6778 0.00 0.03 0.02 0.000
C 2.5927 -4.0578 -0.5878 -0.06 0.00 0.05 -0.001
As 1.3808 -2.6739 -1.2048 -0.06 0.18 -0.17 -0.004
C 2.4158 -1.8636 -2.6431 0.06 -0.12 0.05 0.000
C 2.7191 -2.8136 -3.7982 0.02 0.01 -0.01 0.000
C -0.1178 -3.5485 -2.0980 0.00 0.02 0.02 -0.001
C 0.1290 -4.9981 -2.5011 0.00 -0.01 -0.01 0.000
H 2.8806 -5.4944 0.9938 0.00 -0.01 0.00 0.000
H 1.1944 -5.2992 0.5314 -0.01 0.01 -0.01 0.000
H 1.9931 -4.0524 1.4893 0.02 -0.03 -0.03 0.000
H 2.7120 -4.7525 -1.4198 0.01 -0.01 0.01 0.000
H 3.5498 -3.5553 -0.4367 -0.01 0.02 0.01 0.000
H 3.3333 -1.4858 -2.1883 -0.02 0.00 0.02 0.000
H 1.8510 -1.0022 -2.9847 -0.04 0.08 -0.02 0.000
H 3.2748 -3.6913 -3.4687 0.00 0.00 0.00 0.000
H 3.3331 -2.3079 -4.5439 -0.01 0.00 0.00 0.000
H 1.8109 -3.1509 -4.2983 0.00 0.00 0.01 0.000
H -0.3393 -2.9269 -2.9686 0.02 0.01 -0.01 0.000
H -0.9630 -3.4511 -1.4211 0.02 -0.01 0.00 0.000
H 0.9892 -5.1063 -3.1607 0.00 0.00 0.00 0.000
H -0.7396 -5.3827 -3.0364 0.00 -0.01 0.00 0.000
H 0.2897 -5.6382 -1.6334 0.01 0.01 0.00 0.000
C -2.5896 1.0736 0.9622 0.03 -0.05 -0.02 0.000
Si -1.8637 2.3308 -0.2085 0.06 -0.05 -0.06 -0.001
C -2.7943 2.3057 -1.8546 -0.10 0.02 0.09 0.000
C -2.7208 0.9019 -2.4749 0.03 0.04 -0.01 0.000
C -2.2608 3.3579 -2.8320 -0.02 -0.03 -0.04 0.000
C -4.2833 2.5976 -1.5795 -0.04 0.03 0.06 0.000
C -1.5110 3.9597 0.6667 -0.08 -0.03 0.00 0.000
C -2.8632 4.6751 0.8569 0.02 0.08 -0.05 0.000
C -0.5671 4.8742 -0.1210 0.04 0.01 -0.02 0.000
C -0.9529 3.6635 2.0697 -0.03 0.04 0.01 0.000
H -3.6764 1.1814 0.9876 0.00 -0.01 0.01 0.000
H -2.2041 1.2082 1.9724 0.04 -0.01 -0.01 0.001
H -2.3338 0.0676 0.6262 -0.03 0.03 -0.03 0.000
H -1.7437 0.6939 -2.9031 0.09 -0.01 -0.02 0.000
H -3.4613 0.8267 -3.2758 0.02 -0.01 -0.01 0.000
H -2.9340 0.1110 -1.7498 -0.03 0.02 0.00 0.000
H -1.1741 3.3211 -2.9332 0.03 0.00 -0.01 0.000
H -2.5230 4.3692 -2.5186 -0.01 -0.02 0.01 0.000
H -2.6984 3.2006 -3.8224 0.01 0.01 0.01 0.000
H -4.7481 1.8188 -0.9709 0.00 0.01 0.00 0.000
H -4.8198 2.6237 -2.5319 0.02 -0.01 0.00 0.000
H -4.4514 3.5565 -1.0899 0.00 -0.04 -0.02 0.000
H -3.3127 4.9837 -0.0878 0.04 0.01 0.02 0.000
H -2.6948 5.5838 1.4417 -0.01 -0.02 0.02 0.000
H -3.5850 4.0655 1.4071 -0.01 0.00 -0.03 0.000
H -1.0170 5.2192 -1.0528 -0.01 -0.02 0.02 0.000
H 0.3802 4.3890 -0.3553 0.01 0.02 -0.01 0.000
H -0.3345 5.7586 0.4784 -0.01 0.00 -0.01 0.000
H -1.7043 3.1866 2.7016 -0.02 0.02 0.00 0.000
H -0.6878 4.6093 2.5503 0.04 -0.01 -0.02 0.000
H -0.0644 3.0344 2.0529 0.02 -0.03 -0.01 0.000
C -2.8801 -1.9420 2.9501 -0.03 0.11 -0.10 0.001
As -2.5587 -2.6291 1.1895 0.10 -0.25 0.05 0.001
C -4.1247 -2.3007 0.1367 0.07 -0.01 0.01 0.000
C -2.3548 -4.5280 1.3277 -0.01 0.02 0.09 0.000
O -1.2251 -2.0042 0.3821 -0.14 0.36 0.01 0.004
H -3.8766 -2.2538 3.2637 0.00 -0.01 -0.03 0.000
H -2.8271 -0.8546 2.9298 0.03 -0.06 0.04 0.000
H -2.1486 -2.3498 3.6375 0.14 -0.03 0.11 0.000
H -4.9437 -2.8961 0.5395 -0.01 0.01 0.00 0.000
H -3.9305 -2.5957 -0.8928 0.02 0.00 0.00 0.000
H -4.3843 -1.2462 0.1774 0.00 0.04 -0.01 0.000
H -3.2019 -4.9430 1.8736 0.01 -0.02 -0.01 0.000
H -1.4328 -4.7443 1.8653 0.01 0.01 0.00 0.000
H -2.3162 -4.9642 0.3312 0.01 0.03 -0.02 0.000
Cl 0.8890 -3.5942 3.9011 -0.06 -0.03 0.03 -0.013
C 0.2985 -1.0582 4.6612 -0.04 0.01 0.04 0.414
Cl 0.0569 -1.6274 6.2279 0.01 0.00 -0.02 0.138
Cl 0.0880 0.6051 4.3850 -0.01 -0.05 -0.01 0.102
C 0.6451 -1.9019 3.5678 0.15 0.10 0.02 0.031
N 0.8100 -1.4190 2.4036 -0.40 -0.25 -0.35 0.284